DFT (the ωB97M-V functional and the def2-TZVPD basis) results for a single C3H9N2O molecule in a non-equilibrium geometry.

Summary:
calculated total energy: -8281.204 eV
energy relative to the best compared isomer or geometry (same formula, charge and spin): 1.934 eV
molar mass: 89.1 g/mol
2S+1: 2
LUMO energy (alpha / beta): 0.3133 / 0.2466 eV
HOMO (alpha / beta): -4.32 / -8.05 eV
total charge: 0
frontier orbital gap (alpha / beta): 4.6 / 8.3 eV

Geometry as XYZ:
```
15
Properties=species:S:1:pos:R:3:forces:R:3
N 1.4841 -1.6346 0.1510 1.097 -2.242 -0.829
C 0.2574 -1.1921 -0.5394 -1.016 1.735 1.577
C 0.1986 0.2686 -0.1047 0.565 0.379 -0.725
N -0.8713 1.0150 -0.6194 -0.444 -0.638 0.054
C -2.0636 1.0728 0.2313 -0.171 0.900 -1.000
O 1.1205 0.6721 0.7310 0.253 0.046 -0.012
H 2.0997 -2.1918 -0.4419 -0.072 0.284 -0.302
H 1.9439 -0.7195 0.4434 -0.624 0.854 0.662
H 1.3457 -2.2639 0.9373 -0.382 0.496 0.329
H -0.6443 -1.6180 -0.0816 0.224 -0.980 -0.292
H 0.2770 -1.3365 -1.6012 0.163 -0.362 -0.590
H -0.6390 1.8830 -1.0693 0.174 0.313 0.117
H -1.9817 1.8060 1.0408 0.254 -0.708 0.621
H -2.9268 1.4697 -0.3195 0.109 -0.261 -0.357
H -2.3003 0.0385 0.4682 -0.130 0.185 0.748
```
Forces are in eV/Å.

***

DFT (the ωB97M-V functional and the def2-TZVPD basis) results for a gas-phase ion, C3H9N2O (charge +1) in a non-equilibrium geometry.

Summary:
calculated total energy: -8271.504 eV
energy relative to the best compared isomer or geometry (same formula, charge and spin): 7.570 eV
molar mass: 89.1 g/mol
2S+1: 1
LUMO energy (alpha / beta): -5.5735 / -3.8430 eV
HOMO (alpha / beta): -12.29 / -13.63 eV
total charge: +1
frontier orbital gap (alpha / beta): 6.7 / 9.8 eV

Geometry as XYZ:
```
15
Properties=species:S:1:pos:R:3:forces:R:3
C 0.4095 0.5680 0.1244 -2.870 1.913 1.045
C 1.4649 -0.1130 -0.5805 1.078 -0.858 2.020
C -3.1701 -0.3421 -0.1851 1.987 0.032 -1.039
N -0.8657 -0.1012 0.4651 -1.227 -1.713 -0.972
N 2.8142 -0.1429 0.1743 -2.909 1.359 1.723
O -1.9256 0.3537 -0.2399 3.624 1.911 -0.040
H 0.5619 0.7811 1.1997 1.283 0.437 -0.357
H 0.1821 1.5166 -0.3782 0.008 0.250 0.111
H 1.3168 -1.0073 -1.0888 -0.294 -1.347 -1.157
H -3.0001 -1.0786 0.5720 -0.825 -0.859 0.208
H -3.1531 -0.6467 -1.2523 -1.271 -0.583 0.904
H -3.8359 0.4564 0.0473 -1.100 -0.024 0.150
H 2.7198 0.7309 0.7469 1.148 -0.069 -1.293
H 3.4566 -0.2030 -0.5744 1.773 0.410 -0.371
H 3.0247 -0.7719 0.9699 -0.405 -0.861 -0.934
```
Forces are in eV/Å.

***

DFT (the ωB97M-V functional and the def2-TZVPD basis) results for a gas-phase ion, C3H9N2O (charge +1) in a non-equilibrium geometry.

Summary:
calculated total energy: -8276.334 eV
energy relative to the best compared isomer or geometry (same formula, charge and spin): 2.740 eV
molar mass: 89.1 g/mol
2S+1: 1
LUMO energy: -3.5247 eV
HOMO: -14.20 eV
SMILES string: CNC/[NH+]=C\O
total charge: +1
frontier orbital gap: 10.7 eV

Geometry as XYZ:
```
15
Properties=species:S:1:pos:R:3:forces:R:3
C 2.3167 -0.3731 -0.0658 -0.398 -1.344 -2.797
N 1.3404 0.7467 -0.0954 1.184 0.676 1.729
C 0.0262 0.6729 -0.4199 1.220 -0.422 -0.698
N -1.0178 -0.2311 0.6765 0.759 0.135 0.954
C -2.2175 -0.5423 0.4481 -1.535 0.846 -1.426
O -3.0487 0.0418 -0.3756 -1.062 -4.963 1.553
H 2.6027 -0.7037 -1.1387 -0.525 0.863 1.469
H 3.2524 -0.2089 0.4193 0.355 1.061 0.451
H 1.9895 -1.3196 0.3635 -0.768 0.263 0.348
H 1.6486 1.6265 0.4013 -0.573 -1.665 -0.822
H -0.3047 1.7030 -0.5733 -0.896 -0.521 0.457
H -0.1913 -0.0142 -1.2436 0.112 0.360 0.052
H -0.7281 -0.8698 1.4262 1.067 0.589 -0.391
H -2.6946 -1.4021 0.8584 -0.130 -0.594 0.663
H -2.9737 0.8739 -0.6807 1.190 4.717 -1.543
```
Forces are in eV/Å.

***

DFT (the ωB97M-V functional and the def2-TZVPD basis) results for a gas-phase ion, C3H9N2O (charge +1) in a non-equilibrium geometry.

Summary:
calculated total energy: -8277.027 eV
energy relative to the best compared isomer or geometry (same formula, charge and spin): 2.047 eV
molar mass: 89.1 g/mol
2S+1: 1
LUMO energy: -3.6653 eV
HOMO: -14.90 eV
SMILES string: C[C@@](N)([NH3+])C=O
total charge: +1
frontier orbital gap: 11.2 eV

Geometry as XYZ:
```
15
Properties=species:S:1:pos:R:3:forces:R:3
C -1.3007 0.6241 -0.3158 -0.395 -1.006 -1.689
C -0.0993 -0.1456 0.1226 0.800 1.143 -0.365
N -0.0197 -1.4280 -0.2834 -1.379 -0.425 -3.110
N 1.1553 0.6656 -0.6134 0.863 2.210 0.094
C 0.1206 -0.1994 1.6465 -0.592 0.168 -1.585
O 1.1822 -0.3003 2.1578 0.555 0.153 0.405
H -2.1856 -0.0019 -0.2161 -0.055 0.056 -0.024
H -1.2477 1.0024 -1.3724 -0.005 -0.469 0.976
H -1.3861 1.4247 0.3352 -0.470 1.926 1.057
H -0.2641 -1.6408 -1.2713 0.043 0.009 1.282
H 0.5244 -2.1017 0.1583 1.171 -1.075 0.916
H 1.9396 0.1483 -0.2289 0.616 0.191 -0.143
H 1.0797 0.4741 -1.6244 0.102 -0.070 0.557
H 1.3811 1.7546 -0.5439 -0.884 -2.803 0.276
H -0.8797 -0.2760 2.0493 -0.368 -0.007 1.353
```
Forces are in eV/Å.

***

DFT (the ωB97M-V functional and the def2-TZVPD basis) results for a gas-phase ion, C3H9N2O (charge +1) in a non-equilibrium geometry.

Summary:
calculated total energy: -8273.008 eV
energy relative to the best compared isomer or geometry (same formula, charge and spin): 6.066 eV
molar mass: 89.1 g/mol
2S+1: 1
LUMO energy (alpha / beta): -6.8491 / -6.8979 eV
HOMO (alpha / beta): -15.90 / -15.21 eV
SMILES string: C[C@H]([O-])[N+](C)=[NH2+]
total charge: +1
frontier orbital gap (alpha / beta): 9.0 / 8.3 eV

Geometry as XYZ:
```
15
Properties=species:S:1:pos:R:3:forces:R:3
C -1.1941 0.8918 1.0694 0.029 -0.518 0.465
C -0.7028 -0.5389 0.6726 -3.022 -1.315 -2.699
O -0.3948 -1.3429 1.6158 0.339 0.265 -0.183
N 0.2652 -0.3809 -0.4908 1.003 0.122 0.596
C 1.7161 -0.3664 -0.2596 -0.875 -1.271 -1.513
N -0.2442 0.2160 -1.5642 -0.046 -0.767 -0.748
H -1.5911 1.4836 0.1961 0.846 -0.631 1.135
H -1.9560 0.7225 1.8413 0.070 0.190 -0.375
H -0.2901 1.1963 1.5985 -0.267 1.218 -0.222
H -1.6884 -0.9911 0.0503 1.741 0.619 1.396
H 2.0574 0.4697 0.2149 0.513 2.905 1.100
H 1.9277 -1.1064 0.4328 0.053 -1.815 1.452
H 2.3827 -0.5828 -1.0937 -0.758 0.143 -0.588
H -0.7559 -0.3850 -2.2344 -0.216 0.337 0.811
H 0.4681 0.7143 -2.0489 0.590 0.516 -0.628
```
Forces are in eV/Å.

***

DFT (the ωB97M-V functional and the def2-TZVPD basis) results for a gas-phase ion, C3H9N2O2 (charge +1) in a non-equilibrium geometry.

Summary:
calculated total energy: -10319.135 eV
energy relative to the best compared isomer or geometry (same formula, charge and spin): 7.717 eV
molar mass: 105.1 g/mol
2S+1: 1
LUMO energy: -4.9708 eV
HOMO: -15.59 eV
SMILES string: CN=[N+](OC)OC
total charge: +1
frontier orbital gap: 10.6 eV

Geometry as XYZ:
```
16
Properties=species:S:1:pos:R:3:forces:R:3
C -2.0052 -1.2158 -0.0653 -0.334 0.698 -1.138
N -1.2706 0.0134 -0.0090 4.830 0.613 -0.532
N 0.0249 -0.0108 0.0164 -5.681 -0.334 0.074
O 0.7206 1.0881 0.0535 1.496 0.122 0.368
C -0.0588 2.2660 -0.0675 -0.423 3.227 2.160
O 0.6855 -1.1336 0.0570 -0.931 -1.377 0.292
C 2.0978 -1.0859 0.0203 2.154 0.575 -1.227
H -2.1473 -1.4565 0.9243 -1.176 -0.296 2.684
H -1.5627 -2.1281 -0.3726 0.998 -0.450 -1.273
H -2.9374 -0.9676 -0.5796 0.167 -0.312 0.266
H 0.5784 3.2302 -0.1817 -0.589 -2.331 0.013
H -0.7456 2.4474 0.8168 1.163 -0.551 -0.528
H -0.7454 2.1180 -0.8276 -0.987 0.043 -2.008
H 2.4728 -0.6496 0.9060 0.147 1.142 1.034
H 2.3489 -0.3894 -0.8676 0.360 -1.911 1.235
H 2.5441 -2.1258 0.1764 -1.195 1.143 -1.420
```
Forces are in eV/Å.

***

DFT (the ωB97M-V functional and the def2-TZVPD basis) results for a gas-phase ion, C3H9N2O2 (charge +1) in a non-equilibrium geometry.

Summary:
calculated total energy: -10321.173 eV
energy relative to the best compared isomer or geometry (same formula, charge and spin): 5.679 eV
molar mass: 105.1 g/mol
2S+1: 1
LUMO energy: -3.5061 eV
HOMO: -14.65 eV
SMILES string: C[C@H]1OO[C@@]1(N)[NH3+]
total charge: +1
frontier orbital gap: 11.1 eV

Geometry as XYZ:
```
16
Properties=species:S:1:pos:R:3:forces:R:3
C -0.0376 1.0364 -1.6233 0.316 -0.814 1.890
C 0.2641 1.0085 -0.1491 0.561 0.665 2.369
O -0.8672 1.5695 0.6407 0.214 0.399 -0.808
O -0.8235 0.4961 1.6044 1.042 -1.149 -0.239
C 0.0987 -0.2143 0.8151 0.752 -0.178 -0.931
N 1.1846 -0.8647 1.3500 1.313 0.013 2.245
N -0.8200 -1.3573 0.0278 1.060 -2.059 1.777
H -0.8842 0.3915 -1.7933 -0.129 -0.259 -0.642
H 0.8767 0.7515 -2.1001 0.229 -0.196 -0.933
H -0.3353 2.0258 -1.8553 -0.087 1.051 -0.484
H 1.2521 1.5260 0.1911 -1.704 -0.696 -0.843
H 1.2663 -0.9835 2.4505 -0.096 0.503 -3.420
H 2.0632 -0.7429 0.7762 -1.315 -0.220 1.535
H -1.2064 -2.1029 0.6778 0.850 1.058 -0.822
H -0.5022 -1.7857 -0.8494 0.365 0.172 0.453
H -1.5292 -0.7540 -0.1634 -3.372 1.709 -1.148
```
Forces are in eV/Å.

***

DFT (the ωB97M-V functional and the def2-TZVPD basis) results for a molecular structure, C3H9N2O2 in a non-equilibrium geometry.

Summary:
calculated total energy: -10315.742 eV
energy relative to the best compared isomer or geometry (same formula, charge and spin): 11.110 eV
molar mass: 105.1 g/mol
2S+1: 1
LUMO energy (alpha / beta): -6.2256 / -6.2135 eV
HOMO (alpha / beta): -13.41 / -13.43 eV
total charge: +1
frontier orbital gap (alpha / beta): 7.2 / 7.2 eV

Geometry as XYZ:
```
16
Properties=species:S:1:pos:R:3:forces:R:3
C 1.6182 -0.0688 -0.3856 -0.762 -1.912 -1.547
C -0.7850 0.3780 -0.8760 -0.292 -0.077 -0.325
C 0.1140 -0.6741 -0.1444 1.018 3.054 1.169
N -2.1856 0.4901 1.0938 -0.515 -1.853 0.969
N -0.0655 -0.5703 1.3167 -0.771 -0.455 0.668
O -1.7740 1.4941 1.6655 1.473 1.898 1.776
O -0.0163 -1.7590 1.9357 -0.452 1.804 -1.130
H 2.4662 -0.7327 -0.1601 -0.617 0.109 0.488
H 1.6684 0.0370 -1.4940 -0.064 0.202 0.735
H 1.6810 0.8845 0.0865 0.136 0.563 0.389
H -0.2108 1.3914 -0.9124 -1.790 -1.532 0.385
H -1.9129 0.3248 -0.1820 2.314 0.578 -2.326
H -1.0709 0.0681 -1.9532 0.477 0.381 1.847
H -0.0519 -1.6504 -0.4291 -0.078 -2.151 -0.931
H -2.4054 2.1851 2.0389 -0.332 -0.767 -1.152
H -0.0977 -1.5957 2.9163 0.253 0.158 -1.016
```
Forces are in eV/Å.

***

DFT (the ωB97M-V functional and the def2-TZVPD basis) results for a gas-phase ion, C3H9N2O2 (charge +1) in a non-equilibrium geometry.

Summary:
calculated total energy: -10322.481 eV
energy relative to the best compared isomer or geometry (same formula, charge and spin): 4.371 eV
molar mass: 105.1 g/mol
2S+1: 1
LUMO energy: -3.5252 eV
HOMO: -15.42 eV
SMILES string: C[N+](C)(O)C(N)=O
total charge: +1
frontier orbital gap: 11.9 eV

Geometry as XYZ:
```
16
Properties=species:S:1:pos:R:3:forces:R:3
C 0.8199 -0.7629 -1.1939 -0.016 0.826 -2.157
N 0.3928 0.0088 0.0100 -1.538 0.391 0.552
C 0.6717 -0.8226 1.2446 -1.895 0.509 -1.065
O 0.9057 1.3174 0.0639 0.500 -0.456 -0.850
C -1.2904 0.1796 -0.1502 -2.623 -7.141 -0.525
N -1.7436 1.4060 -0.0697 3.787 2.062 1.406
O -1.9046 -0.9700 -0.3062 3.711 6.761 0.749
H 1.2329 -1.7414 -0.9748 -0.444 -0.046 0.462
H -0.0334 -0.8171 -1.9127 0.736 -0.256 0.794
H 1.6153 -0.2339 -1.7276 -0.101 0.304 0.430
H 0.5228 -0.1510 2.0992 0.004 -0.655 0.048
H -0.1626 -1.5132 1.0255 0.395 -0.327 1.319
H 1.6089 -1.3501 1.2018 0.450 0.291 -0.066
H 0.9884 1.5399 0.9953 0.273 -0.022 0.474
H -1.0699 2.2145 0.2363 -1.728 -2.243 -1.132
H -2.5538 1.6960 -0.5415 -1.509 0.003 -0.438
```
Forces are in eV/Å.

***

DFT (the ωB97M-V functional and the def2-TZVPD basis) results for a gas-phase ion, C3H9N2O2 (charge +1) in a non-equilibrium geometry.

Summary:
calculated total energy: -10321.662 eV
energy relative to the best compared isomer or geometry (same formula, charge and spin): 5.191 eV
molar mass: 105.1 g/mol
2S+1: 1
LUMO energy: -3.2782 eV
HOMO: -13.21 eV
SMILES string: N/C(=C\C[NH3+])OO
total charge: +1
frontier orbital gap: 9.9 eV

Geometry as XYZ:
```
16
Properties=species:S:1:pos:R:3:forces:R:3
N 0.6543 -1.2461 0.2855 0.476 -0.203 0.266
C 1.2641 0.0598 0.2135 -0.427 0.249 -0.173
C 0.4119 1.1107 0.3007 2.030 -0.336 -0.473
C -1.0741 0.9252 0.2950 0.096 0.406 0.315
N -1.4428 -0.1294 -0.6892 -0.085 -0.088 -0.218
O 2.6056 -0.2216 0.1573 0.494 -1.222 0.634
O 3.7424 0.4668 -0.4335 -1.694 1.595 -0.390
H 0.4118 -1.4767 1.2478 0.085 0.013 -0.022
H 1.3130 -1.9525 -0.0395 -0.168 0.082 -0.023
H 0.7972 2.1161 0.3173 0.056 0.117 -0.005
H -1.5483 1.8715 0.0285 -0.084 -0.227 0.054
H -1.4433 0.6099 1.2749 -0.132 0.023 -0.130
H -0.6960 -0.9042 -0.4511 -0.455 0.118 -0.284
H -2.4083 -0.4500 -0.5878 0.219 0.031 -0.080
H -1.2875 0.2100 -1.6423 -0.111 -0.147 0.160
H 4.4677 -0.1164 -0.1693 -0.300 -0.410 0.369
```
Forces are in eV/Å.